No. 1
Here is one molecule with the formula C3H6N2O2 in a non-equilibrium geometry from the OMol25 dataset. Energies are from the ωB97M-V functional and the def2-TZVPD basis.

The structure (SMILES) is [H]/N=C(/N)OC(=C)O. For the total energy, the calculation gives -10282.0894 eV. For the energy above the lowest of the compared OMol25 structures with the same formula, charge and spin, the calculation gives 261.3 kJ/mol. For the max |F|, the calculation gives 3.16 eV/A. The calculation puts the frontier orbital gap at 9.560 eV. As for the molar mass: 102.09 g mol⁻¹. The spin multiplicity is 1.

```
13
Properties=species:S:1:pos:R:3:lowdin_charge:R:1
H 0.021 -2.217 -0.523 0.068
N 0.579 -1.679 -1.172 0.172
C 1.065 -0.612 -0.793 -0.441
N 1.859 0.277 -1.375 0.151
O 0.643 0.224 0.517 -0.029
C -0.654 0.503 0.688 -0.528
C -1.404 0.013 1.677 0.065
O -1.123 1.341 -0.292 0.068
H 2.538 -0.053 -2.041 0.115
H 1.955 1.077 -0.714 0.139
H -0.975 -0.665 2.392 0.057
H -2.449 0.253 1.770 0.054
H -2.054 1.538 -0.136 0.108
```

=====

No. 2
Here is one molecule with the formula C3H6N2O2 in a non-equilibrium geometry from the OMol25 dataset. Energies are from the ωB97M-V functional and the def2-TZVPD basis.

The structure (SMILES) is CN(C=O)C(N)=O. For the total energy, the calculation gives -10282.5066 eV. For the energy above the lowest of the compared OMol25 structures with the same formula, charge and spin, the calculation gives 221.0 kJ/mol. For the max |F|, the calculation gives 6.77 eV/A. The calculation puts the frontier orbital gap at 10.895 eV. As for the molar mass: 102.09 g mol⁻¹. The spin multiplicity is 1.

```
13
Properties=species:S:1:pos:R:3:lowdin_charge:R:1
C -0.242 -1.537 -0.847 -0.042
N -0.097 -0.341 -0.063 -0.055
C 0.884 -0.255 0.801 -0.288
O 1.367 0.501 1.675 0.008
C -0.712 1.000 -0.323 -0.605
N -0.047 1.848 0.380 0.154
O -1.663 1.137 -0.995 0.117
H -0.175 -1.170 -1.948 0.125
H 0.582 -2.228 -0.571 0.082
H -1.329 -1.997 -0.661 0.138
H 1.317 -1.318 0.805 0.144
H -0.578 2.741 0.600 0.163
H 0.693 1.619 1.146 0.059
```

=====

No. 3
Here is one molecule with the formula C3H6N2O2 in a non-equilibrium geometry from the OMol25 dataset. Energies are from the ωB97M-V functional and the def2-TZVPD basis.

The structure (SMILES) is C/N=C(\O)CN=O. For the total energy, the calculation gives -10280.5869 eV. For the energy above the lowest of the compared OMol25 structures with the same formula, charge and spin, the calculation gives 406.3 kJ/mol. For the max |F|, the calculation gives 1.76 eV/A. The calculation puts the frontier orbital gap at 9.331 eV. As for the molar mass: 102.09 g mol⁻¹. The spin multiplicity is 1.

```
13
Properties=species:S:1:pos:R:3:lowdin_charge:R:1
C 1.889 0.759 0.153 -0.121
N 0.602 0.558 -0.456 0.042
C -0.178 -0.365 -0.119 -0.455
O 0.004 -1.328 0.816 0.086
C -1.530 -0.455 -0.772 -0.131
N -2.609 0.234 -0.085 -0.040
O -2.356 0.831 0.932 0.021
H 2.634 0.121 -0.330 0.087
H 1.908 0.567 1.234 0.077
H 2.165 1.798 -0.021 0.075
H 0.843 -1.207 1.279 0.100
H -1.508 -0.021 -1.775 0.130
H -1.863 -1.494 -0.854 0.129
```

=====

No. 4
Here is one molecule with the formula C3H6N2O2 in a non-equilibrium geometry from the OMol25 dataset. Energies are from the ωB97M-V functional and the def2-TZVPD basis.

The structure (SMILES) is C=C([O-])[N@H+](N)C=O. For the total energy, the calculation gives -10280.2247 eV. For the energy above the lowest of the compared OMol25 structures with the same formula, charge and spin, the calculation gives 441.2 kJ/mol. For the max |F|, the calculation gives 1.58 eV/A. The calculation puts the frontier orbital gap at 9.357 eV. As for the molar mass: 102.09 g mol⁻¹. The spin multiplicity is 1.

```
13
Properties=species:S:1:pos:R:3:lowdin_charge:R:1
C 0.889 1.519 0.141 0.007
C -0.319 1.107 -0.381 -0.430
O -1.477 1.408 -0.352 0.066
N -0.112 -0.630 -0.520 -0.081
N -1.329 -1.344 -0.677 0.073
C 0.731 -0.619 0.825 -0.292
O 1.830 -1.107 0.857 0.042
H 0.951 2.507 0.575 0.071
H 1.815 1.188 -0.306 0.071
H 0.513 -0.824 -1.301 0.155
H -1.413 -2.010 0.086 0.091
H -2.076 -0.653 -0.586 0.080
H -0.004 -0.541 1.639 0.146
```

=====

No. 5
Here is one molecule with the formula C3H6N2O2 in a non-equilibrium geometry from the OMol25 dataset. Energies are from the ωB97M-V functional and the def2-TZVPD basis.

The structure (SMILES) is C=NOC(=O)NC. For the total energy, the calculation gives -10281.7100 eV. For the energy above the lowest of the compared OMol25 structures with the same formula, charge and spin, the calculation gives 297.9 kJ/mol. For the max |F|, the calculation gives 3.05 eV/A. The calculation puts the frontier orbital gap at 10.639 eV. As for the molar mass: 102.09 g mol⁻¹. The spin multiplicity is 1.

```
13
Properties=species:S:1:pos:R:3:lowdin_charge:R:1
C 0.591 2.403 -1.294 -0.012
N 1.225 1.301 -1.122 0.043
O 0.334 0.427 -0.410 -0.071
C 0.921 -0.776 -0.035 -0.589
O 2.085 -1.081 -0.155 0.082
N 0.003 -1.557 0.549 0.006
C -1.330 -1.137 0.934 -0.087
H -0.426 2.625 -0.840 0.105
H 1.142 3.161 -1.881 0.081
H 0.441 -2.332 1.135 0.183
H -1.285 -0.246 1.628 0.101
H -1.868 -0.864 0.024 0.084
H -1.833 -1.924 1.466 0.074
```

=====

No. 6
Here is one molecule with the formula C3H6N2O2S in a non-equilibrium geometry from the OMol25 dataset. Energies are from the ωB97M-V functional and the def2-TZVPD basis.

The structure (SMILES) is N/N=C/OCC(=O)S. For the total energy, the calculation gives -21115.6684 eV. For the energy above the lowest of the compared OMol25 structures with the same formula, charge and spin, the calculation gives 403.4 kJ/mol. For the max |F|, the calculation gives 6.19 eV/A. The calculation puts the frontier orbital gap at 9.988 eV. As for the molar mass: 134.16 g mol⁻¹. The spin multiplicity is 1.

```
14
Properties=species:S:1:pos:R:3:lowdin_charge:R:1
N -2.891 0.715 0.012 -0.013
N -1.649 0.018 0.362 -0.118
C -1.498 -0.915 -0.452 -0.217
O -0.244 -1.515 -0.397 -0.089
C 0.566 -1.094 0.708 -0.179
C 1.660 -0.093 0.095 -0.656
O 2.886 -0.393 -0.166 -0.050
S 0.903 1.502 -0.138 0.839
H -3.604 0.025 -0.250 0.063
H -3.190 1.305 0.894 0.127
H -2.146 -1.161 -1.373 0.183
H -0.034 -0.560 1.490 0.114
H 1.164 -2.022 1.023 0.149
H -0.350 1.114 0.211 -0.152
```

=====

No. 7
Here is C3H6N2O2S as an isolated structure in a non-equilibrium geometry from the OMol25 dataset. Energies are from the ωB97M-V functional and the def2-TZVPD basis.

For the total energy, the calculation gives -21114.0103 eV. For the energy above the lowest of the compared OMol25 structures with the same formula, charge and spin, the calculation gives 563.4 kJ/mol. For the max |F|, the calculation gives 6.25 eV/A. The calculation puts the frontier orbital gap at 8.673 eV. As for the molar mass: 134.16 g mol⁻¹. The spin multiplicity is 1.

```
14
Properties=species:S:1:pos:R:3:lowdin_charge:R:1
C 1.216 0.903 0.525 -0.145
C -0.564 -0.466 -0.242 -0.392
C -0.404 -1.658 0.731 -0.769
H 1.622 0.157 1.209 0.047
H 1.177 1.977 1.014 0.128
H 1.818 0.737 -0.455 0.129
H -0.502 2.846 -0.376 0.277
H -1.108 0.340 -1.664 0.013
H -1.013 -2.345 -0.944 0.072
N -0.133 0.780 0.265 -0.156
N -1.089 -0.548 -1.347 0.213
O -0.303 1.748 -0.941 -0.165
O -0.793 -2.652 -0.063 0.006
S 0.077 -1.819 2.289 0.740
```

=====

No. 8
Here is one molecule with the formula C3H6N2O3 in a non-equilibrium geometry from the OMol25 dataset. Energies are from the ωB97M-V functional and the def2-TZVPD basis.

The structure (SMILES) is [H]/N=C\N(O)C(=O)CO. For the total energy, the calculation gives -12326.2950 eV. For the energy above the lowest of the compared OMol25 structures with the same formula, charge and spin, the calculation gives 572.5 kJ/mol. For the max |F|, the calculation gives 5.65 eV/A. The calculation puts the frontier orbital gap at 9.802 eV. As for the molar mass: 118.09 g mol⁻¹. The spin multiplicity is 1.

```
14
Properties=species:S:1:pos:R:3:lowdin_charge:R:1
H -1.703 0.983 -0.384 0.111
N -0.995 1.961 -0.267 0.043
C 0.328 1.708 -0.191 -0.174
N 0.801 0.392 -0.008 -0.096
O 2.081 0.231 0.520 0.002
C 0.263 -0.775 -0.248 -0.409
O 0.975 -1.782 -0.316 0.060
C -1.268 -0.919 -0.375 -0.189
O -1.992 -0.495 0.723 -0.007
H 1.076 2.742 0.043 0.201
H 2.390 -0.712 0.255 0.143
H -1.623 -0.279 -1.187 0.117
H -1.296 -1.865 -0.788 0.108
H -1.938 -1.061 1.455 0.089
```

=====

No. 9
Here is one molecule with the formula C3H6N2O3 in a non-equilibrium geometry from the OMol25 dataset. Energies are from the ωB97M-V functional and the def2-TZVPD basis.

The structure (SMILES) is C=NO/C(=N\O)OC. For the total energy, the calculation gives -12325.0845 eV. For the energy above the lowest of the compared OMol25 structures with the same formula, charge and spin, the calculation gives 689.2 kJ/mol. For the max |F|, the calculation gives 4.06 eV/A. The calculation puts the frontier orbital gap at 9.887 eV. As for the molar mass: 118.09 g mol⁻¹. The spin multiplicity is 1.

```
14
Properties=species:S:1:pos:R:3:lowdin_charge:R:1
C 1.659 -1.691 -1.937 -0.021
N 0.587 -1.380 -1.341 0.074
O 1.005 -0.041 -0.776 -0.071
C -0.117 0.351 0.022 -0.459
N -0.587 -0.328 1.020 0.023
O 0.188 -1.432 1.333 -0.083
O -0.823 1.420 -0.424 -0.070
C -1.379 2.136 0.842 -0.022
H 2.588 -1.124 -1.743 0.101
H 1.710 -2.632 -2.466 0.076
H -0.196 -1.921 2.123 0.130
H -2.483 1.704 0.886 0.112
H -0.672 1.729 1.806 0.151
H -1.481 3.209 0.654 0.060
```